1.
{
  "formula": "C11H19N2O",
  "method": "wB97M-V/def2-TZVPD",
  "spin_multiplicity": 3,
  "relative_energy_ev": 0.000,
  "lumo_energy_ev": [-2.65, -6.22],
  "homo_lumo_gap_ev": [7.087, 7.062],
  "total_charge": 1,
  "elements": ["C", "C", "C", "C", "C", "C", "C", "C", "C", "C", "C", "N", "N", "O", "H", "H", "H", "H", "H", "H", "H", "H", "H", "H", "H", "H", "H", "H", "H", "H", "H", "H", "H"],
  "coordinates": [[-0.275, -0.129, 0.483], [-0.911, -2.169, -0.147], [-1.057, -1.211, 0.802], [0.590, -0.365, -0.532], [1.587, 0.454, -1.119], [0.186, -1.729, -1.121], [-1.212, -0.585, 3.140], [-3.322, -0.519, 1.757], [0.282, 2.710, -1.000], [3.561, 0.135, -2.686], [-1.972, -1.273, 1.990], [1.358, 1.781, -1.404], [2.620, -0.227, -1.646], [2.431, 2.467, -1.991], [-0.397, 0.833, 1.154], [-1.322, -3.153, -0.233], [0.911, -2.474, -1.036], [-0.129, -1.786, -2.122], [-1.493, -0.996, 4.109], [-1.411, 0.452, 3.008], [-0.224, -0.857, 3.032], [-3.268, 0.590, 1.569], [-4.099, -0.611, 2.583], [-3.854, -0.941, 0.845], [0.218, 3.438, -1.832], [-0.743, 2.251, -0.928], [0.488, 3.219, -0.005], [3.592, -0.566, -3.460], [4.652, 0.200, -2.370], [3.324, 1.195, -3.075], [-2.243, -2.202, 2.409], [2.694, -1.173, -1.404], [3.059, 2.744, -1.314]]
}


2.
{
  "formula": "C11H20BCl2NO2Ru",
  "method": "wB97M-V/def2-TZVPD",
  "spin_multiplicity": 5,
  "relative_energy_ev": 0.456,
  "lumo_energy_ev": [5.28, 5.24],
  "homo_lumo_gap_ev": [5.933, 6.292],
  "total_charge": -2,
  "elements": ["C", "C", "C", "C", "C", "C", "C", "C", "C", "C", "Ru", "Cl", "Cl", "O", "H", "H", "H", "H", "H", "H", "H", "H", "H", "H", "H", "H", "H", "H", "H", "H", "O", "H", "B", "C", "N", "H", "H", "H"],
  "coordinates": [[0.372, -1.118, -1.723], [1.213, -0.004, -2.107], [0.410, 1.159, -2.188], [2.646, -0.101, -2.467], [-0.958, 0.784, -2.018], [-1.001, -0.625, -1.763], [-2.218, -1.485, -1.883], [0.761, -2.559, -1.897], [0.902, 2.529, -2.424], [-2.139, 1.653, -2.253], [0.024, -0.251, 0.326], [2.883, 1.918, 0.260], [2.168, -0.887, 0.808], [-1.550, 0.926, 0.430], [3.029, -1.109, -2.252], [3.159, 0.624, -1.794], [2.802, 0.178, -3.524], [1.839, 2.667, -1.864], [0.154, 3.263, -2.096], [1.078, 2.677, -3.499], [-2.000, 2.628, -1.782], [-3.053, 1.188, -1.860], [-2.239, 1.797, -3.339], [-3.071, -0.951, -1.458], [-2.082, -2.403, -1.306], [-2.432, -1.732, -2.936], [1.762, -2.678, -1.488], [0.750, -2.868, -2.955], [0.088, -3.194, -1.310], [-1.412, 1.608, 1.110], [-0.856, -1.992, 0.766], [-1.628, -1.808, 1.334], [0.143, -0.071, 5.028], [0.104, 0.181, 3.505], [0.134, 0.461, 2.363], [-0.933, 0.458, 5.349], [1.077, 0.444, 5.585], [0.078, -1.309, 5.142]]
}


3.
{
  "formula": "C11H20BNO3PPt",
  "method": "wB97M-V/def2-TZVPD",
  "spin_multiplicity": 1,
  "lumo_energy_ev": -7.60,
  "homo_lumo_gap_ev": 2.809,
  "total_charge": 1,
  "elements": ["C", "C", "C", "B", "C", "C", "C", "C", "N", "C", "C", "C", "C", "P", "O", "O", "O", "H", "H", "H", "H", "H", "H", "H", "H", "H", "H", "H", "H", "H", "H", "H", "H", "H", "H", "H", "H", "Pt"],
  "coordinates": [[3.802, -0.032, 2.076], [3.432, -0.348, 0.826], [2.099, -0.922, 0.559], [1.407, -0.686, -0.858], [-0.166, -0.938, -0.922], [-0.747, -2.144, -0.155], [-1.966, -1.808, 0.735], [-1.885, -0.462, 1.447], [-2.452, 0.656, 0.701], [-2.394, 1.948, 1.132], [-3.027, 2.743, 0.219], [-3.482, 1.903, -0.821], [-3.109, 0.626, -0.502], [1.759, 1.184, -1.327], [1.582, 1.916, -0.062], [3.213, 1.379, -1.971], [0.721, 1.601, -2.458], [3.364, -0.535, 2.931], [4.553, 0.729, 2.250], [4.122, -0.194, 0.001], [2.231, -2.168, 0.647], [1.399, -0.703, 1.372], [1.976, -1.404, -1.857], [-0.638, 0.005, -0.633], [-0.418, -1.063, -1.980], [-1.076, -2.884, -0.887], [-0.006, -2.665, 0.460], [-2.034, -2.568, 1.515], [-2.891, -1.911, 0.170], [-2.433, -0.535, 2.388], [-0.848, -0.216, 1.696], [-1.906, 2.241, 2.046], [-3.170, 3.809, 0.276], [-4.034, 2.176, -1.705], [-3.279, -0.268, -1.073], [3.156, 1.628, -2.904], [0.401, 2.504, -2.299], [2.742, -2.593, -1.031]]
}


| no. | energy (hartree) |
| --- | --- |
| 1 | -614.830521 |
| 2 | -1676.457092 |
| 3 | -1196.755282 |